[1]
22
Properties=species:S:1:pos:R:3:forces:R:3 method="wB97M-V/def2-TZVPD" e_homo_ev=-8.74 gap_ha=0.3449 smiles=NCCNCCO.O total_charge=0 fmax_ev_per_a=2.12
N 0.673 -1.928 -2.444 0.0 1.1 -0.1
C 0.306 -0.542 -2.045 1.3 -0.5 -0.3
C 1.359 0.017 -1.086 0.0 -1.1 0.1
N 0.886 1.154 -0.305 1.1 -0.4 0.1
C 0.650 0.793 1.093 -2.0 0.7 0.2
C 0.974 1.903 2.097 1.8 -1.1 0.3
O 2.169 1.575 2.846 0.0 0.2 0.3
H 0.095 -2.642 -2.042 -0.3 -0.1 0.1
H 0.561 -1.922 -3.444 0.0 -0.7 -0.2
H 0.371 0.001 -2.989 -0.5 0.5 0.2
H -0.666 -0.425 -1.576 -0.4 -0.1 -0.1
H 2.331 0.088 -1.587 -0.2 0.9 -0.3
H 1.620 -0.814 -0.421 -0.4 0.0 0.3
H 0.064 1.552 -0.733 0.0 0.0 0.1
H 1.129 -0.145 1.340 0.6 0.0 0.1
H -0.415 0.544 1.250 0.0 0.0 -0.1
H 1.197 2.817 1.551 -0.5 0.3 0.0
H 0.252 1.999 2.905 -0.4 0.3 -0.4
H 2.724 0.947 2.381 -0.1 0.1 -0.3
O -5.126 -1.840 1.242 -0.2 0.2 0.1
H -5.783 -1.263 1.653 0.2 -0.2 -0.1
H -5.370 -1.868 0.313 0.0 0.0 0.0

[2]
131
Properties=species:S:1:pos:R:3:forces:R:3 method="wB97M-V/def2-TZVPD" e_homo_ev=-7.26 gap_ha=0.2209 smiles="CC[C@H](Cl)c1c(C(F)(F)C(F)(F)F)c2c(c(P(C)C)c1P(=O)(O)O)C(=O)c1cc(CCCCN(C)C(C)=O)c(P(C)O)c(C)c1C2=O.O=C1c2ccccc2C(=O)c2ccccc21.O=C1c2ccccc2C(=O)c2ccccc21" total_charge=0 fmax_ev_per_a=3.24
C 1.833 11.366 -1.584 -1.5 -0.8 -0.5
C 1.931 9.781 -1.390 0.1 1.5 -0.6
C 3.245 9.420 -0.589 -1.0 -0.7 0.7
Cl 4.607 10.646 -0.782 -0.5 -0.9 0.1
C 3.766 7.948 -0.826 0.7 -0.6 -0.2
C 3.674 6.972 0.294 1.5 -1.1 -2.2
C 3.031 7.368 1.647 0.1 0.5 0.8
F 3.014 6.404 2.623 0.3 0.5 -1.4
F 3.736 8.418 2.247 -1.1 -0.9 -1.1
C 1.467 7.748 1.479 -1.5 -1.1 0.9
F 1.171 9.008 1.894 0.5 -1.2 -1.1
F 1.011 7.474 0.209 0.7 0.9 1.6
F 0.699 6.920 2.281 1.1 1.0 -0.9
C 4.212 5.621 0.069 0.1 0.8 -1.2
C 4.780 5.195 -1.236 -0.7 2.3 0.2
C 4.862 6.169 -2.348 -1.0 1.2 1.5
P 5.618 5.478 -3.906 0.9 -2.4 0.3
C 7.101 6.399 -4.533 -0.3 1.5 -0.5
C 4.381 5.025 -5.213 -1.2 0.7 -1.1
C 4.359 7.573 -2.137 -0.2 -1.9 2.5
P 4.609 8.677 -3.594 1.0 0.5 -3.1
O 4.289 8.034 -4.911 0.1 0.1 2.0
O 3.792 10.109 -3.635 0.7 -1.2 0.9
O 6.221 9.119 -3.552 -2.5 0.4 0.6
C 5.251 3.681 -1.361 -1.3 0.1 0.9
O 6.287 3.321 -1.836 -0.4 0.0 0.3
C 4.214 2.699 -0.701 -1.4 -0.5 1.0
C 3.764 1.460 -1.315 -0.5 1.3 2.5
C 2.754 0.672 -0.598 0.0 0.5 0.2
C 2.264 -0.645 -1.324 0.6 0.9 -0.4
C 3.137 -1.932 -0.974 -1.9 0.1 0.0
C 2.337 -2.865 0.043 1.1 -0.4 0.0
C 3.141 -2.900 1.395 0.0 -0.1 -1.3
N 2.678 -3.926 2.366 -0.3 1.6 1.3
C 3.281 -3.518 3.677 0.0 0.3 -0.2
C 1.228 -3.997 2.456 -1.1 -0.8 -0.3
C 0.323 -3.061 3.322 0.4 0.2 0.6
O 0.669 -4.877 1.832 0.4 0.8 0.2
C 2.182 1.084 0.715 1.6 2.1 -1.3
P 0.870 -0.044 1.425 0.1 -1.3 -0.1
C -0.690 0.418 0.432 0.1 1.0 0.3
O 0.564 0.276 3.060 -0.4 1.3 -1.8
C 2.664 2.341 1.325 0.9 -0.4 -1.0
C 2.109 2.844 2.695 -0.1 0.1 -0.4
C 3.663 3.120 0.609 -0.1 -0.6 -1.6
C 4.255 4.483 1.126 -0.6 -1.6 -0.3
O 4.772 4.513 2.213 -0.1 0.7 -0.6
H 2.001 11.913 -0.625 0.1 -0.4 -0.9
H 0.752 11.547 -1.870 1.1 0.0 0.3
H 2.441 11.739 -2.439 -0.2 -0.2 1.1
H 0.984 9.516 -0.852 1.3 -0.1 -0.1
H 1.861 9.258 -2.386 0.2 0.5 1.1
H 2.951 9.584 0.485 0.7 -0.4 -1.2
H 7.534 6.990 -3.681 -0.5 -0.5 -0.8
H 7.932 5.752 -4.919 -1.2 0.2 0.4
H 6.769 7.119 -5.337 0.6 -0.6 0.8
H 3.354 4.836 -4.780 1.2 0.2 -0.1
H 4.665 4.071 -5.739 0.1 0.9 0.8
H 4.217 5.810 -6.009 0.3 -0.6 0.9
H 2.962 9.928 -4.114 0.5 0.1 0.0
H 6.284 10.083 -3.710 0.1 -0.5 0.1
H 4.188 1.178 -2.304 -0.5 0.0 0.9
H 2.388 -0.464 -2.430 -0.2 0.0 1.1
H 1.162 -0.779 -1.159 1.1 -0.2 -0.1
H 3.244 -2.537 -1.917 0.3 0.8 0.9
H 4.112 -1.563 -0.570 -0.7 -0.6 -0.4
H 2.292 -3.902 -0.391 0.1 0.9 0.6
H 1.270 -2.531 0.168 1.2 -0.2 0.0
H 3.159 -1.855 1.828 -0.2 -0.9 -0.2
H 4.210 -3.160 1.143 -1.0 0.2 0.3
H 2.947 -4.182 4.518 0.5 0.5 -0.9
H 4.391 -3.534 3.520 -1.0 -0.2 0.4
H 3.000 -2.450 3.919 0.3 -0.9 0.0
H -0.417 -2.516 2.675 0.9 -0.6 0.5
H 0.922 -2.326 3.916 -0.6 -0.4 -0.6
H -0.277 -3.667 4.061 0.7 0.4 -0.9
H -1.538 0.722 1.114 0.9 -0.3 -0.7
H -1.013 -0.472 -0.163 0.3 0.7 0.5
H -0.434 1.285 -0.241 -0.5 -0.9 0.6
H 0.124 1.150 3.089 0.3 -0.5 0.6
H 2.652 3.732 3.102 -0.4 -0.8 -0.6
H 2.163 2.050 3.490 -0.2 0.7 -1.0
H 1.044 3.171 2.503 0.9 -0.4 0.5
O -1.592 -7.926 3.057 -0.1 -0.1 -0.1
C -2.354 -8.267 2.174 0.5 0.3 0.4
C -2.056 -7.957 0.754 0.0 0.0 -0.2
C -0.881 -7.284 0.429 0.2 0.0 0.0
C -0.577 -7.024 -0.900 -0.1 -0.1 0.0
C -1.443 -7.436 -1.909 0.0 0.0 0.1
C -2.623 -8.091 -1.589 0.1 0.1 -0.2
C -2.937 -8.348 -0.257 0.2 0.1 0.0
C -4.209 -9.030 0.074 -0.1 -0.3 -0.5
O -5.001 -9.322 -0.805 0.1 -0.1 0.1
C -4.500 -9.359 1.491 0.0 0.0 0.2
C -5.676 -10.033 1.813 -0.1 -0.1 0.1
C -5.941 -10.374 3.131 0.1 0.1 0.0
C -5.032 -10.045 4.133 0.0 0.1 -0.1
C -3.866 -9.361 3.818 -0.1 -0.1 0.2
C -3.598 -9.012 2.498 -0.2 -0.1 0.0
H -0.200 -6.966 1.208 -0.2 0.0 0.0
H 0.340 -6.504 -1.150 -0.1 0.0 0.1
H -1.197 -7.243 -2.947 0.0 0.0 0.1
H -3.297 -8.404 -2.378 -0.1 0.0 0.2
H -6.383 -10.296 1.035 0.2 0.1 -0.1
H -6.855 -10.902 3.378 0.1 0.0 0.0
H -5.236 -10.320 5.161 0.0 0.0 -0.1
H -3.164 -9.105 4.603 0.0 0.1 -0.2
O -4.413 -3.659 -1.074 -0.1 0.1 0.0
C -5.534 -3.452 -0.650 0.6 -0.2 -0.2
C -6.078 -2.071 -0.599 -0.1 0.2 0.0
C -5.304 -1.010 -1.061 0.0 0.2 0.0
C -5.818 0.278 -1.054 0.0 -0.1 0.0
C -7.108 0.513 -0.587 0.0 -0.1 0.0
C -7.877 -0.539 -0.110 0.0 0.2 0.0
C -7.363 -1.832 -0.109 0.2 0.1 -0.1
C -8.187 -2.948 0.421 -0.6 0.0 0.3
O -9.285 -2.731 0.898 0.1 0.0 -0.1
C -7.652 -4.329 0.352 0.1 -0.2 0.0
C -8.429 -5.390 0.812 -0.1 -0.2 0.0
C -7.951 -6.689 0.722 0.1 0.2 0.0
C -6.696 -6.935 0.171 -0.2 0.2 0.1
C -5.913 -5.880 -0.276 0.0 -0.2 0.0
C -6.386 -4.574 -0.182 -0.1 -0.1 0.1
H -4.301 -1.189 -1.431 -0.1 -0.2 0.0
H -5.215 1.102 -1.419 0.0 -0.1 0.0
H -7.514 1.518 -0.594 0.0 -0.1 0.0
H -8.879 -0.351 0.257 0.1 -0.2 0.0
H -9.408 -5.203 1.237 0.1 0.2 -0.1
H -8.559 -7.514 1.077 0.0 0.0 0.0
H -6.331 -7.947 0.092 -0.2 0.1 -0.1
H -4.935 -6.078 -0.701 0.0 0.2 0.0

What did the first record say?
22
Properties=species:S:1:pos:R:3:forces:R:3 method="wB97M-V/def2-TZVPD" e_homo_ev=-8.74 gap_ha=0.3449 smiles=NCCNCCO.O total_charge=0 fmax_ev_per_a=2.12
N 0.673 -1.928 -2.444 0.0 1.1 -0.1
C 0.306 -0.542 -2.045 1.3 -0.5 -0.3
C 1.359 0.017 -1.086 0.0 -1.1 0.1
N 0.886 1.154 -0.305 1.1 -0.4 0.1
C 0.650 0.793 1.093 -2.0 0.7 0.2
C 0.974 1.903 2.097 1.8 -1.1 0.3
O 2.169 1.575 2.846 0.0 0.2 0.3
H 0.095 -2.642 -2.042 -0.3 -0.1 0.1
H 0.561 -1.922 -3.444 0.0 -0.7 -0.2
H 0.371 0.001 -2.989 -0.5 0.5 0.2
H -0.666 -0.425 -1.576 -0.4 -0.1 -0.1
H 2.331 0.088 -1.587 -0.2 0.9 -0.3
H 1.620 -0.814 -0.421 -0.4 0.0 0.3
H 0.064 1.552 -0.733 0.0 0.0 0.1
H 1.129 -0.145 1.340 0.6 0.0 0.1
H -0.415 0.544 1.250 0.0 0.0 -0.1
H 1.197 2.817 1.551 -0.5 0.3 0.0
H 0.252 1.999 2.905 -0.4 0.3 -0.4
H 2.724 0.947 2.381 -0.1 0.1 -0.3
O -5.126 -1.840 1.242 -0.2 0.2 0.1
H -5.783 -1.263 1.653 0.2 -0.2 -0.1
H -5.370 -1.868 0.313 0.0 0.0 0.0